Molecular formula: C51H59CoI2N6O2P
Method: DFT, the ωB97M-V functional and the def2-TZVPD basis

The HOMO energy (spin up / spin down) comes out at -6.50 / -6.48 eV. Its expectation value of S² is 3.76. As for the maximum force: 1.6 eV/Å. As for the calculated total energy: -4777.3754 Ha. As for the charge: 0. The value obtained for the orbital gap (spin up / spin down) is 6.45 / 6.43 eV. The spin multiplicity is 4.

The geometry in XYZ format:
```
122
C51H59CoI2N6O2P, DFT the ωB97M-V functional and the def2-TZVPD basis
I 2.446 -1.971 7.812
I 2.077 2.521 3.804
Co 0.492 -0.629 0.258
P 0.742 0.942 -1.560
O 2.751 -1.483 0.421
O 1.267 0.092 2.033
N 0.172 -2.432 1.589
N 0.280 -2.069 -1.823
N -4.631 4.731 3.686
N -1.606 -1.050 0.253
N -1.134 1.599 1.776
N -3.155 6.222 2.945
C -3.035 2.486 2.930
C -2.108 -1.665 1.320
C -4.347 -1.303 0.576
C -0.248 -4.460 -1.397
C -0.039 -1.373 -5.439
C -5.131 5.994 3.898
C 2.086 -1.286 5.849
C 2.173 0.064 5.556
C 0.474 -0.072 -5.532
C 0.582 -3.442 -1.922
C -2.610 3.792 2.692
C 1.900 0.478 4.271
C -4.470 8.319 3.493
C 2.744 -2.946 -3.264
C -5.684 8.697 4.031
C -1.398 3.964 2.030
C 0.684 0.605 -6.861
C 5.117 -1.758 0.594
C -3.474 -1.807 1.523
C -0.135 -2.011 -4.228
C -3.821 -0.715 -0.566
C -6.342 6.399 4.457
C 1.616 -7.669 -2.303
C -0.704 2.842 1.608
C -4.210 6.955 3.432
C 1.489 -1.769 3.562
C 0.113 -5.801 -1.497
C -1.799 2.289 -1.395
C -1.103 -2.237 2.272
C -2.447 -0.624 -0.687
C -6.604 7.753 4.509
C -0.331 2.501 -1.765
C 0.745 0.579 -4.345
C 1.522 -0.386 3.201
C -0.307 3.234 -3.105
C 1.749 -2.188 4.857
C 2.091 -5.223 -2.642
C 2.733 2.489 -0.409
C 3.514 0.945 -2.255
C -3.464 4.896 3.123
C 3.916 -0.894 1.007
C -1.607 -4.180 -0.823
C 0.551 -0.001 -3.087
C 4.555 -2.781 -0.414
C 1.214 -2.835 2.528
C -2.267 1.438 2.456
C 2.381 1.839 -1.757
C 1.772 -3.875 -2.575
C 1.276 -6.215 -2.118
C 3.133 -2.296 -0.690
C 0.228 -1.384 -2.995
H 3.881 0.305 -1.454
H -3.759 9.050 3.131
H 1.267 -0.021 -7.539
H 5.890 -1.141 0.138
H 3.767 -3.209 -2.984
H 2.484 1.823 0.420
H 2.573 -1.900 -3.033
H 0.109 3.161 -1.011
H -2.288 3.255 -1.252
H 3.190 0.321 -3.089
H 1.144 1.583 -4.406
H -0.346 -1.891 -6.342
H 3.006 -5.508 -3.154
H -0.499 -3.030 -4.191
H 0.249 2.941 1.102
H 5.137 -2.804 -1.334
H -7.045 5.666 4.828
H 4.545 -3.786 0.007
H -1.486 -3.166 2.714
H -7.540 8.100 4.926
H -0.990 4.947 1.830
H 2.648 -7.867 -2.010
H 3.798 2.726 -0.357
H 2.652 -3.057 -4.347
H -1.989 -0.242 -1.588
H 1.206 1.553 -6.733
H -0.274 0.812 -7.347
H 0.696 3.469 -3.454
H 2.189 3.424 -0.260
H -1.904 1.722 -0.476
H 3.765 -0.877 2.086
H -2.062 -3.331 -1.323
H 4.031 0.137 0.668
H -3.959 2.323 3.464
H 2.452 0.775 6.321
H -0.837 4.181 -2.986
H -0.571 -6.547 -1.104
H 0.954 -8.306 -1.718
H 5.553 -2.258 1.457
H 2.123 -3.029 1.961
H -0.820 2.653 -3.870
H 2.405 -3.104 -0.767
H -2.323 1.768 -2.198
H 4.349 1.558 -2.599
H -0.931 -1.533 3.092
H 0.071 -3.141 0.865
H 1.697 -3.245 5.089
H -2.305 6.591 2.560
H -3.836 -2.306 2.413
H -5.935 9.748 4.086
H 2.238 2.624 -2.501
H -1.562 -3.969 0.245
H -5.416 -1.386 0.717
H -4.465 -0.345 -1.350
H -2.252 -5.050 -0.952
H 0.935 -3.761 3.049
H 1.514 -7.948 -3.354
H -2.586 0.418 2.622
H 3.091 -1.708 -1.606
```

***

Molecular formula: C5H6S
Method: DFT, the ωB97M-V functional and the def2-TZVPD basis

The HOMO energy (spin up / spin down) comes out at -7.60 / -8.64 eV. As for the maximum force: 4.5 eV/Å. As for the calculated total energy: -592.1352 Ha. As for the charge: 0. The value obtained for the orbital gap (spin up / spin down) is 7.06 / 7.86 eV. As for the energy relative to the best compared isomer or geometry (same formula, charge and spin): 3.719 eV.

The geometry in XYZ format:
```
12
C5H6S, DFT the ωB97M-V functional and the def2-TZVPD basis
S -2.023 0.535 0.195
C 1.746 1.481 0.182
C 0.305 -0.611 0.288
C -0.616 1.490 -0.304
C -1.083 -0.986 -0.162
C 0.528 0.885 0.011
H 1.069 -1.124 -0.250
H 0.507 -0.819 1.328
H -1.551 -1.864 0.252
H -1.032 2.419 -0.712
H 1.995 2.408 -0.271
H -1.026 -0.916 -1.312
```

***

Molecular formula: C5H4
Method: DFT, the ωB97M-V functional and the def2-TZVPD basis

The HOMO energy comes out at -8.77 eV. As for the maximum force: 4.7 eV/Å. As for the calculated total energy: -192.6685 Ha. As for the charge: 0. The value obtained for the orbital gap is 8.67 eV. As for the energy relative to the best compared isomer or geometry (same formula, charge and spin): 3.417 eV.

The geometry in XYZ format:
```
9
C5H4, DFT the ωB97M-V functional and the def2-TZVPD basis
C -0.409 1.043 -0.144
C -0.996 0.032 0.505
C 1.594 -0.755 0.376
C 0.228 -0.881 0.456
C 0.967 0.379 -0.348
H -0.867 1.827 -0.812
H -1.927 -0.327 0.882
H 0.016 -2.004 0.416
H 1.395 0.687 -1.332
```